{"formula": "C31H78N4O15", "method": "the ωB97M-V functional and the def2-TZVPD basis", "elements": ["C", "C", "C", "C", "C", "C", "C", "C", "C", "N", "O", "H", "H", "H", "H", "H", "H", "H", "H", "H", "H", "H", "H", "H", "H", "H", "H", "H", "H", "H", "C", "C", "C", "C", "C", "C", "C", "C", "C", "N", "O", "H", "H", "H", "H", "H", "H", "H", "H", "H", "H", "H", "H", "H", "H", "H", "H", "H", "H", "H", "N", "C", "N", "O", "H", "H", "H", "H", "O", "C", "C", "O", "H", "H", "H", "H", "H", "H", "O", "C", "C", "O", "H", "H", "H", "H", "H", "H", "O", "C", "C", "O", "H", "H", "H", "H", "H", "H", "O", "C", "C", "O", "H", "H", "H", "H", "H", "H", "O", "C", "C", "O", "H", "H", "H", "H", "H", "H", "O", "C", "C", "O", "H", "H", "H", "H", "H", "H"], "coordinates": [[-8.31372, 27.19904, -26.93520], [-8.26995, 26.97521, -25.41292], [-7.91637, 28.27718, -24.70821], [-9.69987, 26.59570, -24.96980], [-10.13182, 25.16103, -25.27392], [-9.07506, 24.19851, -24.76603], [-7.64907, 24.50876, -25.23088], [-6.71320, 23.70153, -24.33145], [-7.44110, 24.04599, -26.67828], [-7.37806, 25.91378, -24.95262], [-6.03767, 26.22582, -25.32935], [-9.01149, 28.01594, -27.12013], [-7.33852, 27.48631, -27.33082], [-8.61907, 26.29646, -27.45236], [-7.05670, 28.75920, -25.18871], [-8.69991, 29.03118, -24.83256], [-7.71966, 28.13965, -23.64519], [-9.87450, 26.84491, -23.91881], [-10.36419, 27.28677, -25.50158], [-11.05582, 25.01535, -24.71082], [-10.31788, 25.00797, -26.33703], [-9.22185, 23.15136, -25.06463], [-9.10877, 24.11088, -23.67521], [-6.94157, 22.63639, -24.37704], [-6.83608, 24.04243, -23.29656], [-5.65468, 23.89282, -24.50854], [-8.23166, 24.39809, -27.34163], [-7.49830, 22.95509, -26.71416], [-6.47854, 24.35231, -27.08416], [-5.73837, 26.82385, -24.62872], [-8.99908, 35.04351, -21.39269], [-7.61506, 35.47396, -20.87011], [-6.77370, 35.87461, -22.09976], [-7.78763, 36.72217, -20.00973], [-8.03370, 36.51352, -18.52203], [-7.14612, 35.39659, -17.96357], [-7.13279, 34.08881, -18.76400], [-5.91476, 33.30566, -18.25862], [-8.38005, 33.22725, -18.48296], [-6.91434, 34.39653, -20.16719], [-6.72797, 33.26718, -20.98127], [-9.43976, 35.81420, -22.01978], [-8.91093, 34.13946, -22.00799], [-9.66997, 34.72885, -20.59204], [-5.79706, 36.24267, -21.78708], [-6.58726, 35.01749, -22.75313], [-7.32859, 36.63763, -22.65048], [-6.94599, 37.41674, -20.13195], [-8.57821, 37.35835, -20.42441], [-7.76121, 37.42224, -17.98645], [-9.07677, 36.26564, -18.30173], [-7.41388, 35.15250, -16.93658], [-6.12588, 35.79246, -17.98780], [-5.02268, 33.92624, -18.34758], [-5.71709, 32.42651, -18.87656], [-6.04605, 32.95004, -17.23676], [-8.18683, 32.19328, -18.80069], [-9.27377, 33.51135, -19.03447], [-8.54003, 33.15725, -17.40851], [-7.56846, 32.78108, -20.97112], [-3.66857, 37.51293, -26.88840], [-4.05040, 36.52156, -27.76154], [-5.09402, 35.73331, -27.35335], [-3.45907, 36.28509, -28.80118], [-4.30761, 37.90629, -26.22498], [-2.83468, 38.00241, -27.15224], [-5.66031, 35.82818, -26.53147], [-5.36756, 35.02552, -28.01003], [-2.44351, 34.66518, -23.42971], [-2.33415, 33.83612, -22.26200], [-3.68324, 33.63426, -21.62153], [-3.96886, 34.73635, -20.78626], [-2.61028, 35.57204, -23.15741], [-1.93800, 32.88716, -22.61222], [-1.65087, 34.34277, -21.57696], [-3.73410, 32.66277, -21.10654], [-4.41465, 33.54270, -22.43087], [-4.92062, 34.73994, -20.60486], [-9.16125, 37.23648, -24.38359], [-9.78558, 36.19851, -25.14267], [-8.90252, 34.97234, -25.12011], [-7.56599, 35.22729, -25.49646], [-9.79864, 37.66532, -23.80812], [-10.75845, 35.91052, -24.73262], [-9.94670, 36.57544, -26.15748], [-9.32175, 34.22655, -25.79672], [-8.99513, 34.55525, -24.11333], [-7.23222, 35.81893, -24.80880], [-4.10675, 29.48608, -21.41654], [-5.28665, 28.74656, -21.49411], [-4.98157, 27.45102, -22.21624], [-4.48859, 27.70158, -23.51701], [-4.22147, 30.33364, -21.86464], [-5.74271, 28.48919, -20.52336], [-6.08773, 29.27797, -22.02595], [-5.87288, 26.82225, -22.30524], [-4.24737, 26.87466, -21.64127], [-3.57250, 28.00307, -23.46769], [-1.63249, 28.18341, -23.55866], [-1.16694, 29.18268, -24.47929], [-1.85380, 29.10085, -25.81348], [-2.93949, 30.03770, -25.85664], [-1.16648, 27.35968, -23.72582], [-1.38469, 30.13309, -23.99143], [-0.07979, 29.11647, -24.56399], [-2.19122, 28.10354, -26.09193], [-1.11321, 29.43057, -26.55445], [-3.03413, 30.39683, -26.74255], [-8.13122, 30.74996, -28.95442], [-6.97720, 31.05190, -29.72909], [-5.99016, 31.86748, -28.93992], [-4.86131, 31.98306, -29.81261], [-8.90748, 30.94922, -29.48052], [-6.50157, 30.16228, -30.15150], [-7.26940, 31.65336, -30.59692], [-5.70836, 31.42953, -27.98198], [-6.41733, 32.86535, -28.79070], [-4.24492, 32.64331, -29.48386], [-6.62758, 32.69256, -25.70921], [-5.37679, 32.60726, -25.05147], [-5.35390, 31.43775, -24.08649], [-4.04754, 31.17533, -23.65181], [-6.73486, 33.56494, -26.10490], [-4.52076, 32.51885, -25.73960], [-5.22022, 33.56005, -24.52178], [-5.83225, 30.59557, -24.60605], [-5.94320, 31.69674, -23.20242], [-3.48833, 30.86859, -24.38391]], "atomic_forces_ev_per_a": [[0.46, 0.18, 0.28], [-1.01, -0.49, -0.14], [0.44, 0.68, -0.54], [-0.32, 0.43, -0.40], [0.29, 0.20, 0.56], [0.17, -0.88, 0.07], [0.30, -0.07, 0.27], [0.30, 0.33, 0.75], [-0.32, -0.09, -0.25], [0.25, 0.54, 0.56], [-0.31, -0.07, -0.32], [0.00, -0.05, -0.26], [0.03, 0.01, 0.09], [-0.25, 0.10, -0.12], [0.16, -0.28, 0.25], [-0.24, -0.27, 0.08], [0.00, -0.11, 0.01], [0.35, -0.32, 0.13], [-0.02, -0.06, 0.00], [-0.16, -0.29, -0.33], [-0.08, 0.08, -0.03], [-0.43, 0.20, -0.27], [0.13, 0.53, 0.04], [0.10, -0.02, -0.09], [-0.29, -0.14, -0.06], [-0.07, -0.20, -0.53], [0.08, 0.05, -0.01], [0.12, 0.01, 0.06], [0.02, 0.10, 0.10], [0.44, -0.09, -0.05], [0.08, -1.03, 0.12], [-0.57, -0.01, -0.96], [-0.06, -0.26, 0.14], [0.23, 1.05, 0.32], [-0.07, -0.82, 0.27], [0.15, 0.49, -0.68], [-0.11, -0.46, 0.66], [0.32, -0.30, -0.50], [0.30, -0.65, -0.48], [1.03, 1.05, 0.02], [-0.49, -0.16, 0.16], [-0.11, 0.08, 0.13], [0.13, 0.18, -0.12], [-0.15, 0.52, 0.07], [-0.06, 0.20, -0.02], [-0.16, -0.03, 0.03], [0.18, 0.08, -0.03], [0.41, -0.56, 0.14], [-0.26, -0.43, -0.08], [-0.33, 0.11, 0.02], [-0.06, 0.19, -0.14], [0.09, 0.09, 0.07], [0.05, -0.16, 0.20], [0.01, 0.02, 0.23], [-0.20, 0.00, 0.01], [-0.04, 0.22, 0.08], [0.09, 0.09, 0.02], [-0.14, 0.37, 0.37], [-0.29, 0.19, -0.02], [0.05, -0.09, -0.10], [-0.05, -0.36, -0.29], [0.04, -0.39, 0.28], [-0.13, -0.10, -0.26], [0.08, 0.15, 0.11], [0.07, 0.05, 0.06], [-0.10, 0.27, 0.02], [0.13, 0.25, 0.04], [-0.07, 0.05, -0.05], [0.07, -0.12, -0.21], [-0.24, 0.67, -0.43], [-0.14, -0.56, -0.30], [0.01, 0.14, 0.06], [-0.03, -0.06, 0.16], [0.11, -0.02, 0.07], [0.09, -0.41, 0.27], [0.18, 0.24, 0.33], [0.02, 0.14, 0.00], [-0.05, -0.08, 0.20], [0.08, -0.13, 0.19], [-0.03, 0.35, -0.34], [-0.85, -0.31, 0.06], [-0.06, 0.56, 0.25], [-0.06, -0.01, -0.09], [0.02, 0.08, 0.05], [0.07, -0.12, -0.02], [0.17, 0.00, -0.12], [0.49, -0.10, -0.02], [0.13, 0.02, -0.06], [0.17, 0.40, 0.74], [-0.88, -0.59, -0.26], [0.13, -0.11, 0.10], [-0.41, -0.18, -0.24], [0.19, -0.18, -0.30], [0.47, 0.20, 0.17], [0.23, 0.07, -0.19], [-0.06, 0.11, -0.08], [0.02, 0.08, 0.06], [0.16, 0.08, 0.13], [0.03, 0.18, -0.01], [-0.14, -0.64, 1.00], [0.51, 1.12, -1.01], [-0.03, -0.25, 0.09], [-0.04, -0.04, -0.04], [-0.04, 0.07, -0.18], [-0.03, -0.08, -0.19], [-0.04, -0.14, 0.28], [-0.11, -0.20, -0.09], [-0.02, -0.10, -0.04], [0.18, -0.10, 0.13], [-0.54, 0.15, -0.52], [0.50, 0.48, -0.50], [0.16, -0.15, 0.06], [-0.01, -0.06, 0.02], [0.00, -0.18, 0.36], [0.10, 0.02, 0.01], [-0.22, -0.10, 0.06], [-0.08, -0.09, 0.35], [-0.07, 0.06, 0.06], [0.04, -0.90, -0.26], [0.10, 1.18, 0.05], [-0.50, 0.26, -0.59], [0.27, 0.21, 0.62], [0.07, -0.02, 0.37], [-0.20, -0.14, -0.15], [0.26, -0.22, 0.13], [0.19, -0.13, 0.26], [-0.03, -0.15, -0.01], [-0.39, -0.10, -0.15]], "smiles": "CC1(C)CCCC(C)(C)N1O.CC1(C)CCCC(C)(C)N1O.NC(N)=O.OCCO.OCCO.OCCO.OCCO.OCCO.OCCO", "homo_lumo_gap_ha": 0.289, "e_lumo_ha": 0.006, "e_homo_ev": -7.698}